Record 1
The following is a quantum chemistry calculation of C7H18Cu4O9 as an isolated structure in a non-equilibrium geometry, from the Open Molecules 2025 dataset.

## Properties
total charge	+1
F_max	0.1199	hartree/bohr
<S²>	0.76
2S+1	2
energy	-7516.1093	Ha
orbital gap (alpha / beta)	5.9101 / 5.8895	eV
lowest unoccupied orbital energy (alpha / beta)	-5.50 / -6.26	eV
HOMO energy (alpha / beta)	-0.419 / -0.447	Ha

CARTESIAN COORDINATES (ANGSTROEM)
Cu1 -7.07 -11.24 -20.27
Cu2 -8.63 -14.27 -21.03
Cu3 -5.57 -11.71 -17.58
Cu4 -4.72 -13.66 -20.54
C1 -6.71 -13.99 -18.98
O1 -6.69 -14.86 -19.90
O2 -7.53 -13.08 -18.96
O3 -5.88 -13.97 -18.00
C2 -8.89 -13.97 -16.05
C3 -9.66 -15.15 -15.32
O4 -9.54 -15.09 -13.93
O5 -9.48 -13.67 -17.25
H1 -7.89 -14.36 -16.22
H2 -8.71 -13.11 -15.42
H3 -9.36 -16.13 -15.69
H4 -10.72 -15.21 -15.57
H5 -8.61 -15.32 -13.82
H6 -8.84 -13.27 -17.85
C4 -3.50 -17.00 -20.87
C5 -4.79 -17.62 -21.47
O6 -5.83 -17.67 -20.52
O7 -3.65 -15.90 -20.04
H7 -2.73 -17.11 -21.62
H8 -3.18 -17.66 -20.06
H9 -4.60 -18.64 -21.81
H10 -5.14 -16.98 -22.29
H11 -6.24 -16.81 -20.48
H12 -4.03 -16.23 -19.22
C6 -5.34 -16.47 -16.02
C7 -4.50 -15.65 -15.14
O8 -4.64 -14.33 -15.46
O9 -4.92 -16.54 -17.38
H13 -6.37 -16.12 -15.92
H14 -5.39 -17.52 -15.74
H15 -3.47 -15.90 -14.92
H16 -4.90 -15.82 -14.14
H17 -4.77 -14.22 -16.41
H18 -5.22 -15.67 -17.65

---

Record 2
The following is a quantum chemistry calculation of a 2-piece molecular cluster, C7H18N2P overall, from the Open Molecules 2025 dataset.

## Properties
total charge	+1
F_max	0.0167	hartree/bohr
2S+1	1
energy	-728.0217	Ha
ΔE to the lowest compared entry with this formula, charge and spin	1.306	eV
orbital gap (alpha / beta)	7.0039 / 9.1697	eV
lowest unoccupied orbital energy (alpha / beta)	-4.39 / -2.65	eV
HOMO energy (alpha / beta)	-0.419 / -0.434	Ha

CARTESIAN COORDINATES (ANGSTROEM)
C1 2.10 1.45 0.89
C2 -1.68 0.67 0.19
C3 -2.70 1.69 0.57
C4 -3.43 -0.99 0.36
C5 -1.21 -1.62 -0.47
C6 4.28 -1.41 0.93
C7 1.68 0.66 -1.77
N1 -2.07 -0.58 0.05
N2 -0.44 1.08 -0.02
P1 1.20 0.27 -0.01
H1 3.08 1.75 0.52
H2 1.95 1.52 1.95
H3 -3.02 1.54 1.61
H4 -3.58 1.62 -0.07
H5 -2.30 2.70 0.50
H6 -3.46 -2.07 0.48
H7 -3.78 -0.54 1.29
H8 -4.11 -0.71 -0.45
H9 -1.83 -2.35 -1.00
H10 -0.48 -1.21 -1.16
H11 -0.69 -2.13 0.34
H12 3.84 -1.64 1.88
H13 3.86 -1.80 0.03
H14 5.22 -0.89 0.90
H15 2.41 1.45 -1.79
H16 2.11 -0.23 -2.22
H17 0.80 0.95 -2.34
H18 -0.31 2.08 0.11